[1]
Here is 14 unconnected molecules or ions with the total composition C60H90Br2N6O7 in a non-equilibrium geometry from OMol25. Energies are from the ωB97M-V functional and the def2-TZVPD basis.

Geometry (Å):
Br (-2.509, -13.868, -0.578)
C (-3.822, -13.337, -2.062)
C (-3.044, -12.448, -3.097)
Br (-2.530, -10.735, -2.329)
H (-4.747, -12.883, -1.707)
H (-4.065, -14.331, -2.438)
H (-3.659, -12.104, -3.928)
H (-2.162, -12.890, -3.561)
N (-3.703, -20.867, 2.525)
C (-2.494, -20.783, 3.171)
C (-2.360, -20.154, 4.388)
C (-3.448, -19.572, 5.020)
C (-4.669, -19.895, 4.412)
C (-4.811, -20.381, 3.141)
H (-1.607, -21.185, 2.705)
H (-1.467, -20.020, 4.980)
H (-3.284, -19.036, 5.943)
H (-5.526, -19.612, 5.004)
H (-5.772, -20.589, 2.692)
N (7.209, -18.341, 3.810)
C (5.908, -17.995, 4.121)
C (5.414, -18.021, 5.490)
C (6.298, -18.504, 6.522)
C (7.614, -18.833, 6.151)
C (8.049, -18.745, 4.803)
H (5.330, -17.754, 3.241)
H (4.367, -17.820, 5.662)
H (5.888, -18.632, 7.512)
H (8.349, -19.093, 6.899)
H (9.074, -18.982, 4.561)
N (-7.406, -20.870, -1.197)
C (-7.721, -21.376, -2.435)
C (-6.712, -21.628, -3.349)
C (-5.318, -21.431, -3.023)
C (-5.014, -20.940, -1.687)
C (-6.118, -20.699, -0.859)
H (-8.788, -21.417, -2.594)
H (-6.902, -21.885, -4.380)
H (-4.528, -21.666, -3.720)
H (-4.008, -20.657, -1.415)
H (-5.898, -20.429, 0.164)
N (-0.672, -17.121, 4.789)
C (0.589, -17.292, 4.316)
C (1.720, -16.655, 4.832)
C (1.551, -15.665, 5.794)
C (0.241, -15.357, 6.232)
C (-0.848, -16.109, 5.697)
H (0.621, -18.186, 3.711)
H (2.660, -17.012, 4.437)
H (2.377, -15.209, 6.319)
H (0.071, -14.698, 7.070)
H (-1.797, -15.939, 6.185)
N (3.819, -11.253, -0.016)
C (4.014, -11.270, 1.355)
C (2.961, -11.870, 2.087)
C (1.925, -12.583, 1.414)
C (1.727, -12.514, 0.009)
C (2.725, -11.797, -0.631)
H (4.904, -10.815, 1.764)
H (3.059, -11.948, 3.160)
H (1.309, -13.202, 2.049)
H (1.010, -13.048, -0.597)
H (2.656, -11.677, -1.702)
N (1.522, -24.109, 2.350)
C (0.746, -24.076, 1.249)
C (-0.625, -23.882, 1.244)
C (-1.334, -23.851, 2.424)
C (-0.548, -23.903, 3.582)
C (0.871, -23.976, 3.518)
H (1.209, -24.045, 0.274)
H (-1.023, -23.773, 0.246)
H (-2.392, -23.634, 2.433)
H (-1.072, -24.023, 4.520)
H (1.566, -24.290, 4.283)
C (0.855, -17.124, -0.856)
C (1.973, -16.475, -0.144)
C (1.741, -16.888, 1.257)
O (1.263, -18.211, 1.100)
C (0.427, -18.334, -0.072)
H (1.411, -17.475, -1.726)
H (-0.069, -16.561, -0.982)
H (1.871, -15.402, -0.305)
H (2.934, -16.769, -0.567)
H (0.958, -16.226, 1.627)
H (2.664, -16.726, 1.814)
H (-0.625, -18.295, 0.210)
H (0.667, -19.258, -0.599)
C (-2.764, -17.697, -4.813)
C (-1.764, -17.302, -3.739)
C (-0.700, -16.574, -4.382)
O (-0.980, -16.540, -5.778)
C (-2.019, -17.563, -6.077)
H (-3.600, -17.000, -4.869)
H (-3.105, -18.713, -4.618)
H (-1.245, -18.035, -3.121)
H (-2.218, -16.652, -2.991)
H (0.175, -17.193, -4.182)
H (-0.569, -15.522, -4.132)
H (-1.613, -18.466, -6.532)
H (-2.563, -17.072, -6.884)
C (-2.641, -12.194, 4.352)
C (-3.301, -12.277, 5.677)
C (-4.128, -13.574, 5.559)
O (-3.279, -14.466, 4.812)
C (-2.741, -13.655, 3.706)
H (-1.616, -11.866, 4.526)
H (-3.162, -11.409, 3.804)
H (-4.006, -11.488, 5.938)
H (-2.581, -12.440, 6.479)
H (-5.112, -13.481, 5.101)
H (-4.417, -14.067, 6.487)
H (-3.531, -13.664, 2.955)
H (-1.856, -14.026, 3.188)
C (2.150, -21.341, -5.463)
C (3.003, -20.198, -5.194)
C (2.581, -19.688, -3.791)
O (1.327, -20.323, -3.608)
C (1.379, -21.566, -4.186)
H (2.680, -22.201, -5.872)
H (1.467, -21.067, -6.267)
H (2.873, -19.491, -6.013)
H (4.083, -20.319, -5.272)
H (2.347, -18.635, -3.953)
H (3.215, -20.013, -2.966)
H (0.381, -21.935, -4.423)
H (1.825, -22.319, -3.536)
C (2.698, -14.688, -3.338)
C (4.263, -14.851, -3.452)
C (4.584, -14.255, -4.836)
O (3.361, -13.657, -5.306)
C (2.255, -14.463, -4.872)
H (2.424, -13.868, -2.674)
H (2.282, -15.590, -2.890)
H (4.543, -15.881, -3.230)
H (4.804, -14.258, -2.715)
H (4.851, -15.120, -5.444)
H (5.508, -13.686, -4.729)
H (2.204, -15.323, -5.540)
H (1.316, -13.908, -4.856)
C (6.747, -14.087, 0.810)
C (7.326, -15.106, -0.088)
C (6.223, -16.078, -0.396)
O (5.657, -16.177, 0.966)
C (5.824, -14.966, 1.766)
H (6.038, -13.354, 0.427)
H (7.518, -13.624, 1.426)
H (8.196, -15.559, 0.387)
H (7.783, -14.553, -0.908)
H (6.557, -17.091, -0.619)
H (5.494, -15.760, -1.142)
H (6.366, -15.354, 2.629)
H (4.859, -14.484, 1.922)
C (-6.258, -17.254, 2.226)
C (-4.854, -16.822, 2.197)
C (-4.476, -16.875, 0.689)
O (-5.671, -17.489, 0.098)
C (-6.860, -17.319, 0.821)
H (-6.804, -16.574, 2.881)
H (-6.297, -18.274, 2.609)
H (-4.173, -17.528, 2.671)
H (-4.705, -15.887, 2.738)
H (-3.516, -17.369, 0.539)
H (-4.330, -15.894, 0.236)
H (-7.474, -18.187, 0.584)
H (-7.472, -16.465, 0.531)

## Properties
spin multiplicity = 1
largest force on an atom = 4.6 eV/Å
frontier orbital gap = 9.410 eV
molar mass = 1167.22 g mol⁻¹

***

[2]
Here is 15 unconnected molecules or ions with the total composition C60H90O45 in a non-equilibrium geometry from OMol25. Energies are from the ωB97M-V functional and the def2-TZVPD basis.

Geometry (Å):
C (-22.887, -15.000, 9.813)
C (-23.247, -15.102, 8.337)
C (-24.716, -15.260, 8.073)
O (-24.993, -14.238, 7.094)
C (-23.966, -13.388, 7.050)
O (-23.955, -12.408, 6.358)
O (-22.908, -13.838, 7.746)
H (-23.216, -15.861, 10.395)
H (-23.237, -14.050, 10.211)
H (-21.797, -15.043, 9.866)
H (-22.725, -15.950, 7.888)
H (-25.327, -15.027, 8.947)
H (-24.952, -16.251, 7.695)
C (-30.082, -11.630, 8.811)
C (-29.995, -13.017, 8.177)
C (-29.119, -12.984, 6.921)
O (-28.260, -14.136, 7.146)
C (-28.504, -14.688, 8.366)
O (-28.015, -15.689, 8.781)
O (-29.260, -13.839, 9.062)
H (-29.104, -11.209, 9.060)
H (-30.558, -11.709, 9.792)
H (-30.627, -10.911, 8.204)
H (-30.969, -13.432, 7.921)
H (-28.497, -12.104, 6.771)
H (-29.702, -13.213, 6.033)
C (-24.175, -8.922, 7.237)
C (-25.394, -9.530, 6.599)
C (-26.391, -10.160, 7.556)
O (-27.615, -9.526, 7.261)
C (-27.473, -8.532, 6.385)
O (-28.311, -7.808, 5.939)
O (-26.172, -8.481, 5.998)
H (-23.469, -9.741, 7.407)
H (-24.345, -8.478, 8.218)
H (-23.685, -8.239, 6.543)
H (-25.105, -10.255, 5.836)
H (-26.151, -9.929, 8.599)
H (-26.480, -11.244, 7.480)
C (-26.754, -12.809, 11.165)
C (-25.736, -11.795, 11.648)
C (-24.539, -12.585, 12.188)
O (-23.430, -11.889, 11.668)
C (-23.791, -11.015, 10.725)
O (-23.046, -10.281, 10.158)
O (-25.131, -11.119, 10.535)
H (-27.149, -13.435, 11.963)
H (-26.377, -13.404, 10.328)
H (-27.641, -12.377, 10.693)
H (-26.160, -11.120, 12.388)
H (-24.511, -13.633, 11.890)
H (-24.563, -12.551, 13.278)
C (-17.649, -6.325, 3.257)
C (-18.544, -7.316, 3.979)
C (-18.364, -7.498, 5.495)
O (-19.652, -7.187, 5.993)
C (-20.521, -6.882, 4.993)
O (-21.667, -6.658, 5.202)
O (-19.908, -6.966, 3.810)
H (-17.693, -5.301, 3.626)
H (-17.964, -6.365, 2.213)
H (-16.602, -6.634, 3.258)
H (-18.405, -8.296, 3.513)
H (-17.638, -6.743, 5.804)
H (-17.959, -8.488, 5.686)
C (-27.630, -8.993, 2.249)
C (-28.386, -8.160, 1.224)
C (-28.792, -8.965, -0.007)
O (-30.128, -8.559, -0.296)
C (-30.623, -7.923, 0.768)
O (-31.737, -7.497, 0.862)
O (-29.701, -7.797, 1.713)
H (-26.623, -9.196, 1.880)
H (-28.137, -9.912, 2.541)
H (-27.431, -8.516, 3.213)
H (-27.862, -7.230, 0.998)
H (-28.726, -10.027, 0.238)
H (-28.183, -8.755, -0.885)
C (-25.487, -15.036, 2.248)
C (-25.314, -14.074, 3.404)
C (-24.429, -12.857, 3.126)
O (-25.216, -11.754, 3.544)
C (-26.441, -12.146, 3.877)
O (-27.268, -11.444, 4.378)
O (-26.590, -13.458, 3.628)
H (-25.726, -14.452, 1.360)
H (-26.346, -15.670, 2.466)
H (-24.606, -15.664, 2.125)
H (-24.950, -14.584, 4.299)
H (-24.169, -12.753, 2.070)
H (-23.528, -12.889, 3.736)
C (-24.126, -8.151, 3.257)
C (-23.911, -6.886, 2.418)
C (-24.649, -6.969, 1.080)
O (-25.598, -5.920, 1.151)
C (-25.291, -5.105, 2.162)
O (-25.771, -4.038, 2.353)
O (-24.449, -5.724, 3.036)
H (-23.946, -9.010, 2.609)
H (-25.151, -8.058, 3.618)
H (-23.472, -8.242, 4.123)
H (-22.839, -6.692, 2.327)
H (-25.136, -7.943, 1.008)
H (-23.994, -6.906, 0.211)
C (-30.498, -10.073, 4.185)
C (-31.868, -10.407, 4.722)
C (-32.969, -10.894, 3.738)
O (-33.422, -12.111, 4.339)
C (-32.634, -12.456, 5.367)
O (-32.727, -13.454, 6.019)
O (-31.657, -11.576, 5.537)
H (-30.001, -10.974, 3.832)
H (-29.940, -9.540, 4.955)
H (-30.583, -9.400, 3.328)
H (-32.300, -9.614, 5.334)
H (-32.583, -11.153, 2.750)
H (-33.742, -10.139, 3.621)
C (-21.524, -7.673, 9.212)
C (-20.360, -7.581, 10.149)
C (-19.060, -7.192, 9.447)
O (-18.455, -6.225, 10.312)
C (-19.409, -5.729, 11.147)
O (-19.188, -4.841, 11.911)
O (-20.522, -6.435, 11.008)
H (-21.581, -6.924, 8.420)
H (-22.474, -7.703, 9.745)
H (-21.471, -8.623, 8.674)
H (-20.260, -8.510, 10.709)
H (-19.218, -6.760, 8.457)
H (-18.331, -7.990, 9.307)
C (-21.056, -10.267, 3.339)
C (-21.515, -11.013, 4.603)
C (-20.725, -12.326, 4.803)
O (-20.279, -12.197, 6.112)
C (-20.296, -10.904, 6.528)
O (-19.766, -10.462, 7.486)
O (-21.124, -10.214, 5.707)
H (-19.996, -10.448, 3.117)
H (-21.163, -9.186, 3.391)
H (-21.445, -10.689, 2.407)
H (-22.593, -11.151, 4.555)
H (-19.952, -12.482, 4.048)
H (-21.458, -13.126, 4.663)
C (-31.040, -5.867, 4.568)
C (-30.245, -4.751, 3.930)
C (-28.877, -5.210, 3.379)
O (-28.862, -4.766, 2.043)
C (-30.065, -4.262, 1.713)
O (-30.302, -3.859, 0.625)
O (-30.882, -4.193, 2.795)
H (-32.045, -5.530, 4.833)
H (-30.481, -6.193, 5.446)
H (-31.233, -6.738, 3.935)
H (-30.103, -4.047, 4.756)
H (-28.857, -6.301, 3.456)
H (-28.041, -4.888, 3.997)
C (-31.265, -7.911, 7.570)
C (-31.892, -8.264, 8.884)
C (-32.952, -7.248, 9.379)
O (-34.178, -7.954, 9.411)
C (-33.986, -9.249, 9.061)
O (-34.849, -10.065, 9.054)
O (-32.704, -9.438, 8.789)
H (-30.727, -8.766, 7.160)
H (-30.562, -7.089, 7.714)
H (-31.981, -7.562, 6.823)
H (-31.124, -8.475, 9.632)
H (-33.047, -6.458, 8.630)
H (-32.768, -6.837, 10.371)
C (-27.940, -6.887, 9.896)
C (-27.354, -7.883, 10.865)
C (-27.374, -7.456, 12.351)
O (-27.895, -8.595, 13.028)
C (-28.288, -9.527, 12.147)
O (-28.729, -10.612, 12.379)
O (-28.095, -9.096, 10.889)
H (-27.437, -5.918, 9.909)
H (-28.959, -6.629, 10.201)
H (-27.931, -7.274, 8.879)
H (-26.319, -8.140, 10.620)
H (-28.039, -6.604, 12.495)
H (-26.352, -7.290, 12.681)
C (-26.660, -5.108, 6.635)
C (-25.550, -4.086, 6.722)
C (-24.208, -4.702, 6.437)
O (-23.554, -3.614, 5.765)
C (-24.452, -2.749, 5.288)
O (-24.216, -1.850, 4.550)
O (-25.697, -3.069, 5.730)
H (-26.574, -5.628, 5.679)
H (-27.687, -4.738, 6.632)
H (-26.621, -5.822, 7.458)
H (-25.610, -3.559, 7.679)
H (-24.227, -5.554, 5.755)
H (-23.625, -4.975, 7.314)

## Properties
spin multiplicity = 1
largest force on an atom = 2.5 eV/Å
frontier orbital gap = 9.988 eV
molar mass = 1531.34 g mol⁻¹

***

[3]
Here is a molecular structure, C61H35Cl4N5OS3Tc in a non-equilibrium geometry from OMol25. Energies are from the ωB97M-V functional and the def2-TZVPD basis.

Geometry (Å):
Tc (0.427, 0.634, -0.256)
Cl (-2.698, 9.027, -3.357)
C (-2.228, 7.414, -2.985)
C (-1.543, 7.177, -1.766)
C (-1.152, 5.886, -1.477)
C (-1.463, 4.781, -2.313)
C (-2.165, 5.016, -3.487)
C (-2.526, 6.338, -3.823)
C (-0.989, 3.360, -1.852)
C (-1.474, 3.078, -0.489)
C (-2.551, 3.716, 0.182)
C (-2.735, 3.054, 1.411)
C (-1.756, 2.032, 1.502)
C (-1.503, 1.225, 2.624)
C (-1.698, 1.739, 4.006)
C (-1.765, 0.901, 5.132)
C (-1.747, 1.407, 6.433)
C (-1.648, 2.796, 6.706)
Cl (-1.529, 3.417, 8.321)
C (-1.614, 3.647, 5.591)
C (-1.602, 3.131, 4.280)
C (-1.006, -0.139, 2.351)
N (0.086, -0.360, 1.483)
C (0.469, -1.719, 1.692)
C (1.637, -2.296, 1.097)
C (1.940, -3.755, 1.231)
C (2.427, -4.524, 0.128)
C (2.640, -5.889, 0.252)
C (2.322, -6.562, 1.437)
Cl (2.368, -8.318, 1.575)
C (1.933, -5.792, 2.548)
C (1.751, -4.417, 2.452)
C (2.567, -1.462, 0.404)
C (3.915, -1.793, 0.082)
C (4.492, -0.699, -0.563)
C (3.501, 0.311, -0.619)
N (2.300, -0.175, -0.058)
C (3.667, 1.629, -1.122)
C (2.568, 2.403, -1.564)
C (2.691, 3.658, -2.192)
C (1.396, 4.118, -2.480)
C (0.490, 3.177, -1.955)
N (1.191, 2.085, -1.456)
C (5.046, 2.298, -1.078)
C (5.310, 3.276, -0.087)
C (6.578, 3.816, 0.031)
C (7.621, 3.475, -0.841)
Cl (9.190, 4.180, -0.651)
C (7.341, 2.548, -1.874)
C (6.083, 1.942, -1.967)
C (-0.459, -2.320, 2.553)
C (-1.366, -1.353, 2.979)
N (-1.023, 2.023, 0.272)
H (-1.315, 7.993, -1.097)
H (-0.619, 5.692, -0.554)
H (-2.465, 4.195, -4.125)
H (-3.032, 6.525, -4.766)
H (-3.135, 4.526, -0.250)
H (-3.407, 3.362, 2.218)
H (-1.799, -0.168, 5.076)
H (-1.783, 0.728, 7.268)
H (-1.544, 4.724, 5.722)
H (-1.423, 3.836, 3.498)
H (2.603, -4.039, -0.813)
H (2.983, -6.448, -0.607)
H (1.735, -6.274, 3.487)
H (1.552, -3.876, 3.374)
H (4.345, -2.781, 0.240)
H (5.485, -0.624, -0.974)
H (3.649, 4.128, -2.402)
H (1.126, 5.039, -2.980)
H (4.562, 3.611, 0.609)
H (6.808, 4.533, 0.812)
H (8.119, 2.304, -2.593)
H (5.943, 1.193, -2.731)
H (-0.443, -3.392, 2.774)
H (-2.242, -1.512, 3.602)
S (-1.793, 1.879, -3.096)
C (-3.004, 1.221, -2.033)
N (-2.819, 0.210, -1.223)
C (-3.945, -0.028, -0.468)
C (-4.005, -1.026, 0.509)
C (-5.195, -1.079, 1.234)
C (-6.294, -0.234, 0.978)
C (-6.242, 0.719, -0.062)
C (-5.058, 0.835, -0.773)
S (-4.630, 1.950, -2.007)
H (-3.166, -1.694, 0.648)
H (-5.241, -1.790, 2.038)
H (-7.221, -0.345, 1.535)
H (-7.115, 1.332, -0.244)
C (0.686, -8.125, -2.018)
C (-0.755, -8.535, -2.297)
O (-1.201, -9.665, -2.362)
S (-2.100, -7.333, -2.629)
C (-1.667, -5.741, -2.450)
C (-1.353, -4.877, -3.509)
C (-0.887, -3.608, -3.249)
C (-0.816, -3.118, -1.927)
C (-1.306, -3.939, -0.881)
C (-1.752, -5.207, -1.144)
C (-0.334, -1.881, -1.696)
C (0.054, -0.719, -1.420)
H (1.242, -8.976, -1.583)
H (0.773, -7.249, -1.353)
H (1.193, -7.835, -2.973)
H (-1.449, -5.194, -4.527)
H (-0.583, -2.972, -4.059)
H (-1.274, -3.569, 0.146)
H (-2.155, -5.822, -0.338)

## Properties
spin multiplicity = 4
largest force on an atom = 4.9 eV/Å
frontier orbital gap (alpha / beta) = 4.423 / 5.088 eV
molar mass = 1190.00 g mol⁻¹
⟨S²⟩ = 4.00